(1)
Computed, not measured: a cluster of 9 separate species, C51H123FO35P8 in total in a non-equilibrium geometry, with ωB97M-V with the def2-TZVPD basis set.

Structure (XYZ):
```
218
Properties=species:S:1:pos:R:3:lowdin_charge:R:1
C -8.92077 1.92574 -0.69976 -0.019
C -8.88424 3.54023 -0.50432 -0.254
O -7.70468 3.48876 0.29726 0.131
C -7.44113 2.39304 0.92177 -0.607
O -6.70506 2.33727 1.93814 0.109
O -8.05374 1.44242 0.30461 0.080
F -9.86767 3.82855 0.29199 0.118
H -8.48381 1.66243 -1.66301 0.127
H -9.89707 1.47278 -0.52722 0.139
H -8.91124 4.18842 -1.38023 0.173
C 2.12289 4.66753 1.73790 -0.074
C 0.84540 5.42315 1.52810 -0.278
O 0.81825 6.76922 2.10133 -0.186
P 0.29283 7.00725 3.64614 0.532
O 0.92630 8.24650 4.20824 -0.256
O -1.30785 7.00018 3.49871 -0.196
C -1.94212 8.30827 3.34092 -0.250
C -3.30605 8.34517 4.07107 -0.058
O 0.68952 5.55050 4.40098 -0.223
C 0.33758 5.46521 5.81448 -0.248
C 0.91521 4.18338 6.47679 -0.057
H 2.81846 4.78575 0.90705 0.079
H 2.41996 4.97141 2.74164 0.072
H 1.90745 3.60353 1.83585 0.059
H 0.80692 5.61957 0.45664 0.109
H -0.03137 4.78826 1.65578 0.102
H -1.29349 9.03624 3.82822 0.096
H -1.93144 8.62427 2.29779 0.118
H -4.05625 7.69025 3.62793 0.072
H -3.04729 8.03092 5.08220 0.078
H -3.70036 9.35930 4.00652 0.077
H 0.68095 6.35110 6.34870 0.112
H -0.75212 5.46870 5.78928 0.110
H 0.58080 3.36716 5.83644 0.064
H 1.99471 4.22202 6.33085 0.069
H 0.64339 3.93615 7.50300 0.070
C 2.89520 2.32810 -4.77399 -0.063
C 1.76660 3.27794 -5.31997 -0.249
O 0.57262 3.21209 -4.55274 -0.178
P -0.55798 2.19527 -5.11870 0.587
O 0.05669 0.95250 -5.68693 -0.251
O -1.49500 2.11797 -3.76818 -0.201
C -2.13376 3.23518 -3.25202 -0.280
C -3.38866 2.85057 -2.39285 -0.032
O -1.47166 3.04105 -6.23390 -0.207
C -2.34201 2.36413 -7.11049 -0.252
C -2.22613 2.97693 -8.61006 -0.036
H 3.50323 2.78576 -3.99364 0.073
H 2.47735 1.46816 -4.25054 0.058
H 3.58128 2.10524 -5.59114 0.068
H 2.03303 4.30105 -5.05469 0.126
H 1.79313 3.05395 -6.38637 0.107
H -1.50141 3.97990 -2.76865 0.122
H -2.40028 3.82989 -4.12573 0.102
H -3.13396 2.37830 -1.44408 0.039
H -4.04610 3.67072 -2.10437 0.080
H -4.07365 2.18526 -2.91844 0.070
H -2.01667 1.32545 -7.16866 0.095
H -3.37554 2.43088 -6.77070 0.110
H -2.49533 2.27456 -9.39894 0.064
H -2.76140 3.90371 -8.81662 0.067
H -1.16794 3.23184 -8.66781 0.063
C 0.94646 1.48081 -1.13326 -0.023
C -0.20877 0.31302 -1.19831 -0.228
O -0.63158 0.06653 0.11076 -0.225
P -1.59994 1.15695 0.86449 0.497
O -1.32285 2.56964 0.67970 -0.194
O -3.02186 0.62240 0.26687 -0.201
C -3.57270 -0.69253 0.51646 -0.248
C -5.05655 -0.59613 0.35572 -0.071
O -1.57767 0.53854 2.36521 -0.179
C -0.43943 0.60576 3.18854 -0.292
C 0.31737 -0.63151 3.21675 -0.072
H 0.60416 2.36633 -1.66875 0.058
H 1.30034 1.77895 -0.14635 0.054
H 1.93871 1.11025 -1.39063 0.051
H -1.07305 0.60113 -1.79673 0.093
H 0.14480 -0.63923 -1.59366 0.076
H -3.19533 -1.46254 -0.15643 0.108
H -3.28023 -1.04488 1.50561 0.116
H -5.62014 -0.45439 1.27788 0.080
H -5.37220 0.35062 -0.08259 0.071
H -5.48651 -1.49486 -0.08646 0.074
H 0.20586 1.40618 2.82660 0.119
H -0.90624 0.77550 4.15879 0.134
H 0.94206 -0.88436 2.36005 0.072
H 1.05224 -0.54219 4.01680 0.070
H -0.24032 -1.44709 3.67709 0.092
C 3.12727 1.49313 6.32087 -0.045
C 3.95723 0.08418 6.30979 -0.200
O 5.11749 0.22279 5.44955 -0.200
P 5.31979 -0.72182 4.11518 0.533
O 4.19637 -1.74665 3.94266 -0.284
O 6.79500 -1.35063 4.36606 -0.193
C 7.31259 -1.98272 5.59975 -0.206
C 6.70626 -3.35805 5.87789 -0.091
O 5.53889 0.42203 3.04790 -0.147
C 6.00728 0.22850 1.80190 -0.298
C 4.77312 -0.18419 0.95259 -0.073
H 3.67008 2.38039 6.64679 0.064
H 2.68787 1.82537 5.38033 0.056
H 2.32705 1.25929 7.02306 0.046
H 4.10950 -0.15554 7.36214 0.100
H 3.35635 -0.73017 5.90496 0.082
H 8.31877 -2.33463 5.37206 0.115
H 7.17475 -1.44889 6.54003 0.118
H 5.90397 -3.29641 6.61317 0.065
H 6.29626 -3.87254 5.00882 0.070
H 7.38273 -3.95611 6.48848 0.077
H 6.49404 1.06410 1.29894 0.123
H 6.79072 -0.52207 1.69712 0.118
H 3.99083 0.57123 0.87877 0.068
H 5.16932 -0.33364 -0.05179 0.071
H 4.33853 -1.12637 1.28656 0.045
C 6.51163 -6.39822 -2.90039 -0.078
C 6.08979 -5.02756 -2.41616 -0.265
O 5.27082 -5.17098 -1.22057 -0.214
P 4.83950 -3.92576 -0.23968 0.548
O 6.06100 -3.20503 0.33899 -0.257
O 3.86747 -2.98072 -1.16299 -0.196
C 2.43779 -3.15358 -1.23707 -0.238
C 1.77500 -2.41498 -0.07103 -0.078
O 3.88369 -4.72874 0.81011 -0.217
C 4.45919 -5.03864 2.08567 -0.221
C 5.76562 -5.91459 1.94322 -0.052
H 5.55329 -6.91586 -2.85851 0.070
H 6.82356 -6.54596 -3.93430 0.082
H 7.03705 -6.99329 -2.15345 0.081
H 6.93062 -4.34570 -2.28894 0.118
H 5.47111 -4.64489 -3.22788 0.104
H 2.13622 -2.58432 -2.11633 0.086
H 2.09544 -4.17748 -1.38716 0.123
H 2.23036 -2.67453 0.88468 0.070
H 1.85815 -1.33081 0.00489 0.062
H 0.71487 -2.63655 0.05192 0.083
H 4.60064 -4.06032 2.54502 0.091
H 3.67887 -5.64793 2.54172 0.119
H 5.48396 -6.92294 2.24654 0.069
H 6.33877 -5.83489 1.01950 0.062
H 6.35886 -5.65485 2.81997 0.065
C -6.50393 -0.24184 -9.77733 -0.059
C -5.98076 -0.20147 -8.31292 -0.283
O -6.94855 -0.57131 -7.37248 -0.178
P -7.27757 -2.14171 -7.12082 0.429
O -6.24514 -3.11440 -7.45542 -0.223
O -7.68060 -2.14610 -5.55666 -0.167
C -6.77788 -1.61260 -4.61396 -0.290
C -7.33647 -1.62283 -3.19194 -0.061
O -8.66641 -2.36658 -7.86100 -0.183
C -9.11142 -3.61417 -8.44905 -0.242
C -9.86034 -3.44478 -9.77173 -0.058
H -7.20781 0.55404 -10.02072 0.075
H -5.63736 0.05654 -10.36735 0.069
H -6.88229 -1.18744 -10.16563 0.070
H -5.14750 -0.89966 -8.23355 0.102
H -5.51191 0.77127 -8.16438 0.109
H -5.79336 -2.07718 -4.66865 0.114
H -6.58152 -0.58502 -4.91996 0.105
H -8.31452 -1.15140 -3.09575 0.074
H -7.54693 -2.62704 -2.82401 0.076
H -6.66507 -1.21000 -2.43901 0.060
H -8.20380 -4.20697 -8.56270 0.108
H -9.75670 -4.03970 -7.68051 0.120
H -10.18109 -4.46278 -9.99282 0.083
H -10.69742 -2.74789 -9.72972 0.079
H -9.16381 -2.99942 -10.48208 0.072
C 2.59559 -6.10307 -7.96383 -0.053
C 1.77169 -5.28739 -7.02442 -0.312
O 0.98066 -4.23870 -7.53332 -0.124
P 0.74881 -2.91216 -6.62984 0.600
O -0.31209 -2.00781 -7.19950 -0.072
O 0.38295 -3.40449 -5.11730 -0.082
C -0.17235 -2.47419 -4.18203 -0.241
C -1.20019 -3.21686 -3.35161 -0.014
O 2.28624 -2.38201 -6.56533 -0.076
C 2.59261 -1.01185 -6.41582 -0.177
C 2.04552 -0.12861 -7.62138 -0.034
H 3.61500 -5.75099 -8.12177 0.086
H 2.50246 -7.07661 -7.48253 0.091
H 2.17869 -6.20445 -8.96584 0.090
H 1.18251 -5.92850 -6.36872 0.126
H 2.50323 -4.93988 -6.29491 0.111
H 0.59074 -2.10930 -3.49454 0.104
H -0.46426 -1.56474 -4.70718 0.114
H -1.05080 -4.19307 -2.89029 0.103
H -1.29270 -2.51369 -2.52391 0.074
H -2.06130 -3.11335 -4.01183 0.094
H 2.04815 -0.54846 -5.59306 0.098
H 3.67434 -0.88258 -6.38055 0.141
H 1.00115 -0.14067 -7.93322 0.075
H 2.34276 0.85943 -7.26991 0.058
H 2.62948 -0.21140 -8.53802 0.086
C 2.81580 3.35820 10.14024 -0.034
C 1.70616 2.25503 9.99799 -0.330
O 2.21059 1.07450 10.30518 -0.190
P 1.31895 -0.28127 10.29780 0.536
O -0.17759 -0.16594 10.21866 -0.225
O 2.00195 -1.18671 11.42178 -0.177
C 3.40517 -1.32865 11.41162 -0.275
C 3.91226 -1.00608 12.85272 -0.048
O 1.95983 -1.07419 9.00222 -0.220
C 1.20194 -2.13062 8.42795 -0.284
C 0.10439 -1.70021 7.46861 -0.060
H 3.19183 3.60955 11.13198 0.073
H 3.72225 3.30903 9.53688 0.069
H 2.28304 4.25240 9.81671 0.064
H 0.88382 2.43507 10.69041 0.124
H 1.27335 2.06433 9.01594 0.100
H 3.66461 -2.32827 11.06298 0.120
H 3.88344 -0.67644 10.68088 0.103
H 4.97628 -1.23670 12.90543 0.071
H 3.81970 0.05741 13.07301 0.075
H 3.43244 -1.65129 13.58864 0.077
H 1.86339 -2.88953 8.01006 0.118
H 0.83137 -2.70111 9.27961 0.110
H -0.24098 -0.72330 7.80694 0.067
H 0.54169 -1.48055 6.49463 0.049
H -0.66084 -2.41020 7.15489 0.084
```

Results
LUMO level (alpha / beta) (Ha): -0.079 / -0.340
Multiplicity: 2
Expectation value of S²: 0.761
Orbital gap (alpha / beta) (Ha): 0.342 / 0.081
Total charge: +1
E (eV): -203576.597

(2)
Computed, not measured: a structure of composition C51H129N7O9S3 in a non-equilibrium geometry, with ωB97M-V with the def2-TZVPD basis set.

Structure (XYZ):
```
199
Properties=species:S:1:pos:R:3:lowdin_charge:R:1
C -0.55177 2.76254 -17.73418 -0.092
C -0.56846 1.75541 -16.59927 -0.260
N -0.54547 2.34103 -15.22077 -0.144
C -1.21211 1.43762 -14.20864 -0.196
C -2.72630 1.30523 -14.35389 -0.080
C 0.80518 2.83102 -14.95409 -0.146
C 0.79176 3.56515 -13.60539 -0.149
H -1.31753 3.47404 -17.42519 0.073
H -0.77673 2.24709 -18.66789 0.071
H 0.41696 3.25136 -17.83775 0.061
H -1.54250 1.28056 -16.71707 0.087
H 0.19203 1.00659 -16.82067 0.112
H -0.77402 0.43955 -14.20297 0.117
H -1.03674 1.90804 -13.24114 0.076
H -3.02109 0.82666 -15.28779 0.036
H -3.23187 0.67602 -13.62136 0.088
H -3.16450 2.30206 -14.30484 0.052
H 1.18235 3.42434 -15.78706 0.111
H 1.46053 1.96056 -14.98379 0.113
H 1.03855 2.80946 -12.85966 0.152
H -0.14158 3.91823 -13.16683 -0.037
H 1.58233 4.31449 -13.56534 0.147
C -5.57672 2.26786 -10.91372 -0.125
C -4.49288 1.42169 -10.28023 -0.196
N -4.87032 0.83165 -9.01290 -0.180
C -5.02243 1.79227 -7.97579 -0.240
C -5.76601 1.14966 -6.77743 -0.061
C -3.98011 -0.30207 -8.84749 -0.243
C -4.62365 -1.62758 -9.46623 -0.067
H -5.16270 3.03200 -11.57157 -0.216
H -6.17791 2.85837 -10.22237 0.060
H -6.26172 1.66327 -11.50816 0.115
H -4.03768 0.70848 -10.96744 0.119
H -3.63271 2.06651 -10.10018 0.080
H -4.03239 2.01703 -7.57904 0.109
H -5.57665 2.70336 -8.20130 0.073
H -6.51682 0.41587 -7.07059 0.078
H -4.97930 0.68797 -6.18074 0.059
H -6.21224 1.97336 -6.22021 0.065
H -3.92817 -0.53961 -7.78496 0.093
H -2.91376 -0.18450 -9.04026 0.105
H -5.69765 -1.48989 -9.59139 0.069
H -4.30587 -2.54771 -8.97587 0.057
H -4.24767 -1.81166 -10.47264 0.044
C -1.58618 6.23370 -6.57235 -0.101
C -0.89849 5.05158 -7.19236 -0.264
N -1.89568 4.15220 -7.81383 -0.045
C -2.05893 4.70314 -9.15382 -0.255
C -3.06516 4.10255 -10.10489 -0.215
C -1.15786 2.81468 -7.96782 -0.212
C 0.06788 2.81903 -8.87729 -0.076
H -1.01920 7.03141 -6.09245 0.088
H -2.18856 5.78312 -5.78355 0.086
H -2.22183 6.85778 -7.20051 0.052
H -0.11878 5.51908 -7.79369 0.074
H -0.32622 4.49632 -6.44920 0.126
H -2.36464 5.71754 -8.89761 -0.002
H -1.14920 4.98707 -9.68286 0.101
H -2.72174 3.18935 -10.59092 0.093
H -3.89313 3.68756 -9.53013 0.064
H -3.39067 4.77676 -10.89710 0.111
H -1.87414 2.08713 -8.34954 0.079
H -0.92652 2.24753 -7.06619 0.108
H 0.85566 2.09977 -8.65329 0.074
H 0.58120 3.77719 -8.79645 0.067
H -0.19255 2.71599 -9.93070 0.058
C -2.42940 7.24762 -13.92519 -0.186
C -3.14725 8.21745 -14.85877 -0.066
N -4.32627 8.70084 -14.03854 -0.170
C -5.44721 7.81271 -14.03875 -0.263
C -6.24993 7.65873 -15.39786 -0.016
C -4.74576 10.10415 -14.17385 -0.178
C -4.98575 10.77544 -15.58772 -0.057
H -1.89050 6.51319 -14.52377 0.148
H -3.07678 6.47333 -13.51351 0.052
H -1.76821 7.72385 -13.20121 0.109
H -2.47407 9.04528 -15.08151 0.126
H -3.36669 7.82271 -15.85080 0.065
H -6.06440 8.29462 -13.28050 0.074
H -5.22868 6.82759 -13.62657 -0.004
H -6.91539 6.80881 -15.24651 0.068
H -5.57036 7.27054 -16.15654 0.035
H -6.70461 8.52308 -15.88186 0.037
H -5.52739 10.36370 -13.45986 0.122
H -3.87515 10.62126 -13.77045 0.104
H -5.63926 11.61945 -15.36711 0.067
H -4.08373 11.35921 -15.77126 0.058
H -5.17725 10.20792 -16.49840 0.032
C -7.05082 4.98003 -16.08454 -0.238
C -5.74252 5.09043 -16.97603 -0.166
N -5.51076 6.48026 -17.46185 -0.244
C -4.13239 6.72597 -17.86757 -0.217
C -3.72955 8.12255 -18.38942 -0.058
C -6.54558 7.09972 -18.31401 -0.186
C -7.16862 8.35463 -17.66205 -0.092
H -7.04523 5.44961 -15.10090 -0.011
H -7.39080 3.94443 -16.09008 0.074
H -7.94656 5.44539 -16.49587 0.137
H -4.92044 4.76651 -16.33778 0.009
H -5.73411 4.38882 -17.81017 0.111
H -3.58113 6.47618 -16.96103 0.097
H -3.85349 5.95491 -18.58575 0.113
H -3.78154 8.90337 -17.63066 0.053
H -2.72462 8.12800 -18.81155 0.078
H -4.26888 8.44126 -19.28141 0.068
H -7.33096 6.36902 -18.50729 0.111
H -5.99663 7.34914 -19.22205 0.097
H -6.38762 9.06848 -17.40022 0.053
H -7.70005 7.96147 -16.79538 0.057
H -7.95040 8.73344 -18.32039 0.086
C -6.57759 7.16083 -11.98086 -0.036
C -5.04835 7.44897 -11.81040 -0.322
N -4.69252 8.17087 -10.58299 -0.058
C -5.01705 7.37796 -9.29500 -0.041
C -4.03687 6.08603 -9.14813 -0.099
C -3.36317 8.74158 -10.67778 -0.288
C -3.02869 9.89940 -9.71077 -0.061
H -6.85625 6.58158 -12.86115 0.075
H -7.10602 8.08794 -12.20294 0.115
H -6.98527 6.54752 -11.17727 0.047
H -4.64021 6.43842 -11.82812 -0.030
H -4.71201 8.06637 -12.64335 0.066
H -5.00976 8.11925 -8.49592 0.112
H -6.07998 7.18741 -9.44327 0.025
H -4.34161 5.57711 -8.23367 0.137
H -4.16103 5.33729 -9.93046 -0.027
H -2.97132 6.27615 -9.01937 -0.009
H -3.10042 9.07533 -11.68160 0.112
H -2.56121 8.00885 -10.58798 0.048
H -3.02638 9.72984 -8.63404 0.056
H -3.85454 10.60928 -9.75710 0.063
H -2.10904 10.45195 -9.90319 0.065
C -2.49323 7.12683 -12.00514 -0.232
C -1.89893 6.13771 -10.97457 -0.176
N -0.39840 6.31534 -10.72736 -0.094
C -0.07604 7.62473 -10.05750 -0.219
C -0.44112 7.73314 -8.64008 -0.093
C 0.30648 6.25829 -12.02377 -0.137
C 0.22430 4.91960 -12.75919 -0.289
H -2.15230 8.14281 -11.80600 0.082
H -3.53259 7.22416 -12.31877 0.078
H -2.04338 7.02777 -12.99302 -0.155
H -2.39143 6.25050 -10.00874 0.042
H -2.05566 5.12460 -11.34491 0.056
H 1.00717 7.74088 -10.09315 0.120
H -0.54808 8.39683 -10.66508 0.106
H -1.47500 7.55349 -8.34525 0.048
H 0.16636 6.94215 -8.20032 0.062
H -0.04738 8.67246 -8.25181 0.102
H 1.36285 6.52392 -11.98353 0.115
H -0.02445 7.09410 -12.64022 0.107
H 1.11706 4.60974 -13.30238 -0.069
H -0.62769 4.84322 -13.43474 0.086
H 0.06976 4.16067 -11.99222 0.116
O -7.23194 6.25084 -9.23043 -0.326
S -6.94749 4.79191 -9.19252 0.839
O -7.01262 4.09942 -7.89987 -0.263
O -7.92443 3.97745 -10.29227 -0.248
C -8.18995 4.61761 -11.55327 -0.215
C -8.29358 3.46695 -12.62276 -0.029
C -5.34391 4.53411 -10.02323 -0.272
H -7.38669 5.24715 -11.93607 0.048
H -9.08272 5.24035 -11.49613 0.138
H -8.44740 3.88704 -13.61672 0.063
H -9.06402 2.73956 -12.36698 0.090
H -7.34724 2.93376 -12.71361 0.053
H -5.45011 3.78700 -10.80978 -0.003
H -4.61095 4.21382 -9.28277 0.036
H -5.07017 5.37081 -10.66595 0.091
O -4.19816 1.37590 -16.67303 -0.283
S -5.19794 2.45871 -16.80473 0.831
O -5.05619 3.66969 -15.96552 -0.392
O -5.50907 2.79634 -18.37634 -0.294
C -5.10332 1.69537 -19.26696 -0.225
C -6.07904 1.70362 -20.43388 -0.045
C -6.79993 1.79900 -16.43456 -0.047
H -5.10789 0.78050 -18.67443 0.102
H -4.03729 1.81300 -19.46150 0.126
H -5.88500 2.56109 -21.07822 0.085
H -7.09877 1.58888 -20.06633 0.084
H -5.88967 0.88941 -21.13338 0.084
H -6.63285 1.18885 -15.54693 0.104
H -7.12409 1.21772 -17.29777 0.089
H -7.47795 2.64771 -16.34467 0.063
O -5.56938 3.46458 -12.33406 -0.258
S -5.21718 4.56974 -13.19065 0.992
O -5.06720 5.94493 -12.73126 -0.407
O -3.82549 4.19227 -14.01178 -0.213
C -2.56763 4.60525 -13.36432 -0.149
C -2.29026 3.63762 -12.15012 -0.102
C -6.34530 4.59997 -14.62583 -0.331
H -2.61410 5.66051 -13.09532 0.039
H -1.73294 4.43931 -14.04539 0.111
H -2.22620 2.60581 -12.49562 0.086
H -2.98364 3.80719 -11.32636 -0.078
H -1.26813 3.86948 -11.85083 0.077
H -5.97286 5.35601 -15.31706 0.065
H -7.37319 4.86038 -14.37339 0.123
H -6.27792 3.67167 -15.19313 0.066
```

Results
LUMO level (Ha): -0.011
Orbital gap (Ha): 0.188
Total charge: 0
Energy relative to the best compared isomer or geometry (same formula, charge and spin) (kcal per mole): 2336.05
E (eV): -116235.190